1.
The following is a quantum chemistry calculation of a structure of composition C3H6NO5S2 at a distorted geometry, from the Open Molecules 2025 dataset.

Structure (XYZ):
```
17
Properties=species:S:1:pos:R:3
C 2.96539 0.88729 -0.34782
C 2.01256 0.33473 0.39619
C 0.95106 -0.54151 -0.08845
N -1.83089 -0.86733 -0.93071
O -3.44678 -0.80149 0.96026
O -2.55398 1.26668 -0.17479
O -0.15327 1.69714 -0.83575
O -0.66923 0.76262 1.44346
O -1.63416 -2.03555 -0.24922
S -3.25693 -0.05977 -0.31896
S -0.58319 0.61519 0.01356
H 3.66267 1.59971 0.06211
H 3.06701 0.66491 -1.39672
H 1.92600 0.61138 1.44149
H 0.70487 -1.36231 0.57328
H 1.04125 -0.84939 -1.12226
H -2.20241 -1.92229 0.57432
```

The value obtained for the relative energy (zero: lowest compared OMol25 entry of this formula, charge and spin) is 447.6 kJ/mol. The value obtained for the gap between HOMO and LUMO is 8.28 eV. Its net charge is -1. As for the largest force on an atom: 2.3 eV/A. For the LUMO energy, the calculation gives 0.131 Ha. Its total energy is -36603.8739 eV.

These are the natural (NBO) partial charges, in e, on atoms 1 to 8: -0.410, -0.177, -0.647, -0.444, -1.030, -0.946, -0.963, -0.965

=====

2.
The following is a quantum chemistry calculation of the ion C3H6NOS with charge -1 at a distorted geometry, from the Open Molecules 2025 dataset.

Structure (XYZ):
```
12
Properties=species:S:1:pos:R:3
O -0.58081 2.67331 -0.51140
C -0.40930 1.66537 -1.19136
N -0.02983 0.46648 -0.76442
C 0.18472 0.13628 0.62240
C 0.38407 -1.42873 0.79969
S 0.36469 -2.45854 -0.68518
H -0.76668 1.66293 -2.23856
H -0.32456 -0.40531 -1.23843
H 1.06526 0.59500 1.06446
H -0.72130 0.39186 1.18186
H 1.23380 -1.48696 1.49778
H -0.40004 -1.81168 1.46316
```

The value obtained for the relative energy (zero: lowest compared OMol25 entry of this formula, charge and spin) is 83.8 kJ/mol. The value obtained for the gap between HOMO and LUMO is 6.82 eV. Its net charge is -1. As for the largest force on an atom: 1.6 eV/A. As for the SMILES: O=CNCC[S-]. For the LUMO energy, the calculation gives 0.147 Ha. Its total energy is -17582.1964 eV.

These are the natural (NBO) partial charges, in e, on atoms 1 to 8: -0.679, 0.524, -0.629, -0.235, -0.540, -0.660, 0.087, 0.429

=====

3.
The following is a quantum chemistry calculation of an isolated molecule of C3H6NP at a distorted geometry, from the Open Molecules 2025 dataset.

Structure (XYZ):
```
11
Properties=species:S:1:pos:R:3
C 0.71040 -0.16479 -0.15631
C -0.03533 1.24302 0.04376
N -1.47073 1.01490 0.00251
P -2.01108 -0.46423 0.00597
C -0.29552 -1.23320 0.07575
H 1.19525 -0.26159 -1.19722
H 1.74028 -0.17127 0.57263
H 0.32818 1.79046 0.93732
H 0.23835 1.96261 -0.69769
H -0.16439 -2.02950 -0.76199
H -0.23542 -1.68642 1.17528
```

The value obtained for the relative energy (zero: lowest compared OMol25 entry of this formula, charge and spin) is 34.4 kJ/mol. The value obtained for the gap between HOMO and LUMO is 9.62 eV. Its net charge is 0. As for the largest force on an atom: 4.2 eV/A. As for the SMILES: C1CN=PC1. For the LUMO energy, the calculation gives 0.004 Ha. Its total energy is -13985.4720 eV.

These are the natural (NBO) partial charges, in e, on atoms 1 to 8: -0.439, -0.263, -0.822, 1.001, -0.799, 0.215, 0.212, 0.207

=====

4.
The following is a quantum chemistry calculation of a cluster of 2 separate species, C3H6NP in total at a distorted geometry, from the Open Molecules 2025 dataset.

Structure (XYZ):
```
11
Properties=species:S:1:pos:R:3
H -1.19179 -1.10058 1.55114
N -0.17603 -0.95523 1.64890
P 0.10298 0.35461 2.40627
H 1.64418 0.30423 2.37440
C 0.98763 1.08291 -1.26195
C 0.12941 0.18596 -0.82912
C -0.68928 -0.83759 -0.84916
H 0.80170 2.13515 -1.16115
H 2.04705 0.90289 -1.38266
H -1.31613 -1.08536 -1.68558
H -0.93866 -1.47440 0.03449
```

The value obtained for the relative energy (zero: lowest compared OMol25 entry of this formula, charge and spin) is 288.1 kJ/mol. The value obtained for the gap between HOMO and LUMO is 9.10 eV. Its net charge is 0. As for the largest force on an atom: 2.4 eV/A. As for the SMILES: [H]/N=P/[H].C=C=C. For the LUMO energy, the calculation gives -0.008 Ha. Its total energy is -13982.8427 eV.

These are the natural (NBO) partial charges, in e, on atoms 1 to 8: 0.359, -1.083, 0.830, -0.103, -0.490, 0.090, -0.485, 0.211

=====

5.
The following is a quantum chemistry calculation of the ion C3H6NS with charge +1 at a distorted geometry, from the Open Molecules 2025 dataset.

Structure (XYZ):
```
11
Properties=species:S:1:pos:R:3
N -0.63666 -1.22833 -0.67217
C 0.33583 -0.19598 -0.30003
C 0.41241 0.37097 1.09602
C 0.16865 1.92022 0.68667
S 0.09687 1.51690 -1.08529
H -0.49108 -2.06146 -0.12251
H -0.40836 -1.34013 -1.67383
H -1.55436 -0.76873 -0.60006
H 1.33789 -0.71100 -0.42392
H 0.17510 -0.26137 1.92420
H 0.56372 2.75891 1.17091
```

The value obtained for the relative energy (zero: lowest compared OMol25 entry of this formula, charge and spin) is 162.0 kJ/mol. The value obtained for the gap between HOMO and LUMO (spin up / spin down) is 8.28 / 8.28 eV. Its net charge is +1. As for the largest force on an atom: 9.5 eV/A. As for the SMILES: [NH3+][C@@H]1C=CS1. For the LUMO energy (spin up / spin down), the calculation gives -0.169 / -0.169 Ha. Its total energy is -15522.9064 eV.

These are the natural (NBO) partial charges, in e, on atoms 1 to 8: -0.683, -0.247, -0.254, -0.218, 0.296, 0.455, 0.457, 0.461

=====

6.
The following is a quantum chemistry calculation of a cluster of 2 separate species, C3H6O in total at a distorted geometry, from the Open Molecules 2025 dataset.

Structure (XYZ):
```
10
Properties=species:S:1:pos:R:3
C 0.62137 -0.06282 1.01461
C 0.70766 -0.19309 2.38909
H -0.12201 0.45898 0.40511
H 1.50683 -0.21120 0.41348
H -0.18311 -0.35482 2.99876
H 1.70291 -0.22675 2.85395
O -1.69237 0.16094 -1.51978
C -1.05487 0.13703 -2.52922
H -0.33566 0.92751 -2.77901
H -1.15075 -0.63579 -3.24701
```

The value obtained for the relative energy (zero: lowest compared OMol25 entry of this formula, charge and spin) is 187.6 kJ/mol. Its spin multiplicity is 2. The value obtained for the gap between HOMO and LUMO (spin up / spin down) is 2.96 / 6.91 eV. Its net charge is -1. As for the largest force on an atom: 6.7 eV/A. For the LUMO energy (spin up / spin down), the calculation gives 0.149 / 0.147 Ha. Its total energy is -5252.2375 eV.

These are the natural (NBO) partial charges, in e, on atoms 1 to 8: -0.370, -0.466, 0.251, 0.158, 0.185, 0.176, -0.767, -0.215

=====

- The lowest largest force on an atom belongs to which entry?
  C3H6NOS

=====

Please write out number 1 again, unchanged.
The following is a quantum chemistry calculation of a structure of composition C3H6NO5S2 at a distorted geometry, from the Open Molecules 2025 dataset.

Structure (XYZ):
```
17
Properties=species:S:1:pos:R:3
C 2.96539 0.88729 -0.34782
C 2.01256 0.33473 0.39619
C 0.95106 -0.54151 -0.08845
N -1.83089 -0.86733 -0.93071
O -3.44678 -0.80149 0.96026
O -2.55398 1.26668 -0.17479
O -0.15327 1.69714 -0.83575
O -0.66923 0.76262 1.44346
O -1.63416 -2.03555 -0.24922
S -3.25693 -0.05977 -0.31896
S -0.58319 0.61519 0.01356
H 3.66267 1.59971 0.06211
H 3.06701 0.66491 -1.39672
H 1.92600 0.61138 1.44149
H 0.70487 -1.36231 0.57328
H 1.04125 -0.84939 -1.12226
H -2.20241 -1.92229 0.57432
```

The value obtained for the relative energy (zero: lowest compared OMol25 entry of this formula, charge and spin) is 447.6 kJ/mol. The value obtained for the gap between HOMO and LUMO is 8.28 eV. Its net charge is -1. As for the largest force on an atom: 2.3 eV/A. For the LUMO energy, the calculation gives 0.131 Ha. Its total energy is -36603.8739 eV.

These are the natural (NBO) partial charges, in e, on atoms 1 to 8: -0.410, -0.177, -0.647, -0.444, -1.030, -0.946, -0.963, -0.965

=====

- Number 1 is which compound?
  C3H6NO5S2

=====

Please write out number 1 again, unchanged.
The following is a quantum chemistry calculation of a structure of composition C3H6NO5S2 at a distorted geometry, from the Open Molecules 2025 dataset.

Structure (XYZ):
```
17
Properties=species:S:1:pos:R:3
C 2.96539 0.88729 -0.34782
C 2.01256 0.33473 0.39619
C 0.95106 -0.54151 -0.08845
N -1.83089 -0.86733 -0.93071
O -3.44678 -0.80149 0.96026
O -2.55398 1.26668 -0.17479
O -0.15327 1.69714 -0.83575
O -0.66923 0.76262 1.44346
O -1.63416 -2.03555 -0.24922
S -3.25693 -0.05977 -0.31896
S -0.58319 0.61519 0.01356
H 3.66267 1.59971 0.06211
H 3.06701 0.66491 -1.39672
H 1.92600 0.61138 1.44149
H 0.70487 -1.36231 0.57328
H 1.04125 -0.84939 -1.12226
H -2.20241 -1.92229 0.57432
```

The value obtained for the relative energy (zero: lowest compared OMol25 entry of this formula, charge and spin) is 447.6 kJ/mol. The value obtained for the gap between HOMO and LUMO is 8.28 eV. Its net charge is -1. As for the largest force on an atom: 2.3 eV/A. For the LUMO energy, the calculation gives 0.131 Ha. Its total energy is -36603.8739 eV.

These are the natural (NBO) partial charges, in e, on atoms 1 to 8: -0.410, -0.177, -0.647, -0.444, -1.030, -0.946, -0.963, -0.965